[1]
C38H32GeMgNP | ωB97M-V with the def2-TZVPD basis set

```
74
Properties=species:S:1:pos:R:3:lowdin_charge:R:1
Ge -1.131 -0.970 -1.801 1.0346
P 0.861 1.002 2.273 1.0394
Mg -0.215 -1.027 0.747 0.5726
N -1.630 -2.031 1.870 0.1538
C 2.791 -2.245 0.965 -0.1437
C 2.157 1.877 -0.103 -0.0717
C 4.382 -1.121 2.389 -0.0773
C -0.622 -3.420 -3.233 -0.0909
C 0.311 -0.127 -2.747 -0.3272
C 0.015 0.946 -3.592 -0.0935
C 2.178 -0.237 2.096 -0.4636
C 1.852 3.419 6.036 -0.0726
C 2.322 1.070 -4.251 -0.0813
C 1.125 2.078 0.811 -0.3895
C 1.630 -0.573 -2.639 -0.1194
C -3.398 -3.301 3.297 -0.0061
C 1.369 3.722 -1.432 -0.0735
C 0.344 3.941 -0.519 -0.0792
C 2.270 2.691 -1.224 -0.0750
C 1.109 2.248 6.116 -0.0757
C -2.764 0.045 -1.731 -0.3307
C 1.230 2.016 3.720 -0.3833
C -1.863 -5.464 -2.990 -0.0673
C 1.803 -1.298 1.253 -0.2529
C 1.018 1.532 -4.350 -0.0748
C -3.922 -0.475 -2.316 -0.0996
C -0.851 -4.739 -3.600 -0.0659
C -5.125 1.521 -1.723 -0.0690
C -2.413 -2.583 2.496 -0.1469
C 2.282 3.888 4.804 -0.0690
C 2.630 0.022 -3.392 -0.0779
C 4.058 -2.166 1.532 -0.0850
C 0.793 1.552 4.960 -0.1024
C 1.975 3.189 3.645 -0.0813
C -2.806 1.308 -1.137 -0.1122
C -3.982 2.043 -1.133 -0.0704
C -1.418 -2.812 -2.259 -0.3282
C -2.655 -4.875 -2.012 -0.0760
C 3.441 -0.143 2.671 -0.0810
C 0.217 3.117 0.587 -0.1271
C -2.430 -3.558 -1.645 -0.1322
C -5.095 0.267 -2.317 -0.0696
H -2.898 -3.747 4.155 0.1031
H 0.207 0.642 5.023 0.0999
H 3.065 2.512 -1.935 0.1030
H -2.039 -6.492 -3.279 0.1105
H -1.914 1.741 -0.697 0.0824
H 2.093 3.967 6.937 0.1082
H -3.849 -4.081 2.687 0.0998
H 4.797 -2.928 1.315 0.1037
H 3.650 -0.329 -3.310 0.1129
H -0.999 1.321 -3.667 0.1032
H 2.863 1.071 0.051 0.1065
H -0.594 3.289 1.288 0.1094
H -0.359 4.749 -0.676 0.1076
H -4.007 3.023 -0.675 0.1088
H -4.163 -2.604 3.634 0.1019
H 0.169 -2.860 -3.717 0.0989
H -6.042 2.096 -1.724 0.1100
H 5.369 -1.068 2.830 0.1063
H -5.984 -0.130 -2.787 0.1098
H 2.573 -3.084 0.311 0.0883
H 3.103 1.531 -4.841 0.1122
H 2.862 4.799 4.743 0.1089
H -3.448 -5.443 -1.545 0.1066
H 0.780 2.350 -5.017 0.1114
H -3.911 -1.450 -2.786 0.0978
H -3.064 -3.101 -0.892 0.0935
H 1.890 -1.378 -1.961 0.0962
H 3.698 0.683 3.324 0.1071
H 0.771 1.881 7.076 0.1066
H 1.462 4.354 -2.305 0.1093
H -0.240 -5.198 -4.366 0.1112
H 2.317 3.556 2.685 0.1074
```

As for the total charge: +1. As for the orbital gap (spin up / spin down): 8.11 / 5.68 eV. As for the expectation value of S²: 0.756. As for the spin multiplicity: 2.

---

[2]
C38H32I2N7O2SeY | ωB97M-V with the def2-TZVPD basis set

```
83
Properties=species:S:1:pos:R:3:lowdin_charge:R:1
I -2.313 5.013 1.957 0.1579
I -2.952 3.695 -0.240 0.2947
Y -0.190 0.926 -0.828 1.3790
Se -0.626 -1.965 0.085 0.7092
O 0.230 2.633 -4.959 0.0400
O 2.769 4.077 0.382 0.0491
N -2.618 0.495 -1.591 0.0226
N 1.901 0.667 0.687 0.0345
N 0.897 2.912 -0.348 -0.0408
N -2.068 0.609 0.945 -0.0984
N 0.022 -0.346 -3.057 0.0308
N -0.138 2.303 -2.688 -0.0283
N -3.150 0.072 0.688 0.0777
C -0.651 4.693 -3.170 -0.0456
C -3.385 -0.132 -0.701 -0.3752
C 1.566 -3.848 0.415 -0.3094
C 0.433 4.008 -1.124 -0.2991
C 3.469 -0.498 2.071 -0.0313
C -0.118 6.320 -1.478 -0.1025
C 2.346 -0.455 1.263 -0.1149
C -2.973 0.406 -2.876 -0.1077
C 2.080 3.070 0.280 -0.4873
C -0.658 6.003 -2.716 -0.0997
C 0.541 -3.136 1.055 -0.5637
C 0.011 -2.254 -4.506 -0.0443
C -0.692 1.610 2.622 -0.0728
C 0.373 -3.269 2.443 -0.3045
C 2.388 -4.684 1.163 -0.0216
C -0.023 -1.672 -3.251 -0.1621
C -2.360 0.716 4.651 -0.0667
C 2.232 -4.836 2.534 -0.2783
C 2.587 1.795 0.912 -0.1972
C 0.105 -1.440 -5.622 -0.0426
C 4.175 0.672 2.292 -0.0403
C 0.088 0.434 -4.148 -0.2097
C -0.667 -2.488 3.196 -0.0860
C 1.219 -4.117 3.153 -0.0206
C 0.062 1.935 -3.963 -0.5035
C -1.207 1.435 4.957 -0.0683
C -0.107 3.688 -2.374 -0.2803
C 3.122 -5.764 3.316 -0.0561
C 3.725 1.840 1.699 0.0077
C -4.794 -1.053 -2.363 -0.0321
C -4.052 -0.351 -3.300 -0.0282
C 0.434 5.327 -0.683 -0.0816
C -0.375 1.886 3.945 -0.0692
C -1.831 0.879 2.327 -0.2883
C -4.466 -0.932 -1.022 0.0135
C 0.142 -0.070 -5.436 0.0053
C -2.681 0.433 3.337 -0.0205
C 1.809 -3.715 -1.060 -0.0813
H 2.870 -6.809 3.122 0.0808
H 0.970 -4.120 -1.632 0.0760
H -0.058 1.994 1.830 0.0700
H 1.907 -2.666 -1.349 0.0582
H 4.218 2.793 1.817 0.1196
H 1.778 -1.348 1.067 0.0396
H -5.627 -1.671 -2.670 0.1154
H -0.032 -3.331 -4.592 0.1086
H -3.006 0.371 5.448 0.1078
H -1.633 -2.523 2.690 0.0522
H -0.393 -1.431 3.255 0.0675
H 0.514 2.459 4.174 0.1130
H -1.058 4.444 -4.138 0.1049
H -3.562 -0.139 3.089 0.1122
H 0.862 5.565 0.279 0.1008
H -0.964 1.645 5.991 0.1070
H 5.060 0.678 2.916 0.1112
H -0.122 7.345 -1.128 0.1003
H -1.085 6.780 -3.338 0.0989
H 3.022 -5.594 4.389 0.0716
H -0.106 -2.266 -2.352 -0.0217
H 3.179 -5.227 0.655 0.1159
H -5.016 -1.423 -0.233 0.1221
H 0.143 -1.865 -6.617 0.1114
H -4.294 -0.387 -4.353 0.1135
H 3.766 -1.444 2.505 0.1107
H 2.715 -4.244 -1.354 0.0774
H 4.171 -5.628 3.048 0.0761
H -0.775 -2.873 4.210 0.0773
H 0.208 0.637 -6.251 0.1198
H -2.367 0.965 -3.575 0.1074
H 1.081 -4.212 4.225 0.1123
```

As for the orbital gap: 5.81 eV.

---

[3]
C38H33BI2N7O3SeSm | ωB97M-V with the def2-TZVPD basis set

```
86
Properties=species:S:1:pos:R:3:lowdin_charge:R:1
Sm 0.184 0.096 -0.510 1.5212
I -6.794 -1.544 3.297 0.8230
I -1.314 -3.885 2.119 1.0126
Se -0.647 2.743 -2.432 0.5953
O -1.149 -1.169 0.673 -0.3511
O -2.061 -1.419 -2.965 0.0864
O -0.187 -0.293 -3.906 -0.0006
N -0.629 0.381 3.115 0.1077
N 2.321 -0.568 1.056 -0.2009
N -0.065 5.632 -1.656 0.0052
N 1.459 -2.306 -0.893 0.0504
N 1.442 2.040 0.911 0.0429
N -1.702 1.694 0.601 -0.1447
N 2.538 0.581 -1.636 0.0147
C 2.068 -4.256 0.411 -0.0489
C 1.268 3.336 0.600 -0.1531
C -4.573 -0.280 1.704 -0.1389
C -2.978 -2.236 -5.189 -0.0086
C -3.339 -0.209 1.054 -0.1269
C -1.631 1.246 3.115 -0.2564
C 1.885 -5.068 -0.699 -0.0552
C 1.335 -3.096 -1.967 -0.0982
C 2.245 1.739 1.926 -0.2754
C -0.955 -0.820 -4.931 -0.2001
C 2.470 1.514 -2.612 -0.1509
C -0.580 -0.592 4.031 -0.1550
C -2.611 0.197 5.023 -0.0497
C -4.889 -1.428 2.427 -0.7462
C -3.011 1.050 0.239 -0.1327
C -0.327 4.508 -2.001 -0.8436
C -0.744 -0.754 -6.315 -0.0096
C -2.331 -1.254 1.208 -0.4256
C 1.534 -4.472 -1.915 -0.0399
C 3.136 2.739 -2.512 -0.0479
C 2.883 2.719 2.691 -0.0186
C 2.104 -1.963 1.476 -0.1554
C 1.902 4.371 1.266 -0.0299
C -2.087 -1.528 -4.377 -0.1636
C -3.997 -2.501 2.520 -0.2236
C -2.736 -2.173 -6.568 -0.1016
C -1.661 2.271 1.977 -0.1178
C 1.916 -2.860 0.260 -0.2760
C 3.627 -0.470 0.280 -0.0783
C 3.514 0.699 -0.706 -0.2655
C 4.043 2.921 -1.473 -0.0507
C -2.732 -2.403 1.962 -0.6528
C 4.246 1.888 -0.553 -0.0294
C 2.729 4.053 2.356 -0.0424
C -2.666 1.194 4.067 -0.0155
C -1.553 -0.724 4.996 -0.0535
C 2.390 0.275 2.288 -0.1176
C -1.645 -1.451 -7.120 -0.1019
B -0.913 -0.661 -2.703 -0.6169
H 3.769 -1.399 -0.280 0.1207
H 2.918 3.557 -3.217 0.1250
H 3.511 2.417 3.538 0.1209
H 0.099 -0.192 -6.732 0.1183
H 4.564 3.872 -1.340 0.1178
H 2.313 -4.689 1.388 0.1211
H -4.299 -3.400 3.052 0.0854
H 0.252 -1.294 3.981 0.0918
H -2.548 2.901 2.132 0.1200
H -3.822 1.782 0.389 0.1230
H 3.236 4.837 2.909 0.1103
H 4.958 1.981 0.281 0.1213
H 1.197 -2.016 2.107 0.0739
H -1.515 -1.536 5.728 0.1122
H -3.511 1.893 4.001 0.1241
H -3.407 0.098 5.759 0.1137
H 3.336 0.134 2.832 0.1296
H 1.740 5.412 0.935 0.1198
H 0.593 3.549 -0.218 0.0127
H -5.269 0.562 1.636 0.1032
H -3.401 -2.697 -7.276 0.1011
H -1.631 2.498 -0.047 0.0209
H -2.963 0.810 -0.839 0.1136
H 4.478 -0.363 0.972 0.1293
H 1.051 -2.619 -2.915 0.1176
H 1.763 1.289 -3.407 0.0799
H -0.771 2.923 2.037 0.1090
H -1.549 -1.447 -8.214 0.1000
H 1.435 -5.079 -2.821 0.1144
H -3.814 -2.795 -4.766 0.1170
H 2.973 -2.337 2.055 0.1416
H 2.029 -6.153 -0.609 0.1175
H 1.553 -0.003 2.944 0.0851
```

As for the orbital gap (spin up / spin down): 7.56 / 7.52 eV. As for the expectation value of S²: 8.763. As for the spin multiplicity: 6.